The following is a DFT calculation (the ωB97M-V functional and the def2-TZVPD basis) of a molecular structure, C60H88As3F18N12O4 at a distorted geometry.

Geometry (Å):
C: -0.66334 5.69263 5.66417
C: 0.11166 5.27222 4.45998
O: 0.77219 4.32083 4.44133
N: 0.23136 6.20057 3.30015
H: -0.67094 6.66060 3.12569
H: 0.90643 6.95052 3.51793
C: 0.60078 5.41489 2.06044
H: -1.55372 6.26612 5.37274
H: -0.16649 6.32728 6.39967
H: -0.99084 4.74852 6.09899
H: 1.61671 5.04360 2.12575
H: 0.60061 6.07720 1.19777
H: -0.09566 4.60518 1.87178
C: -5.18294 1.72894 -0.09876
C: -5.16431 2.91044 0.80595
O: -5.82029 3.82917 0.68117
N: -4.21694 2.89857 1.98889
H: -3.62887 2.05507 2.11835
H: -3.48999 3.57393 1.70806
C: -4.80462 3.40955 3.28013
H: -4.26813 1.16212 -0.24520
H: -5.41145 2.15841 -1.07576
H: -5.99233 1.03690 0.13733
H: -5.38750 2.62641 3.75195
H: -5.37996 4.31922 3.15066
H: -3.95120 3.63946 3.91709
C: -0.71166 4.21579 -2.65637
C: 0.01974 5.31115 -3.37488
O: 0.84226 5.14069 -4.17348
N: -0.25113 6.74319 -2.90707
H: -1.03788 7.13435 -3.44700
H: -0.58175 6.71285 -1.94036
C: 1.03614 7.57337 -2.99385
H: -0.79760 4.36701 -1.57680
H: -0.04053 3.35839 -2.67945
H: -1.71785 3.99102 -3.00466
H: 1.47016 7.49342 -3.97811
H: 1.68879 7.21656 -2.20459
H: 0.68139 8.56585 -2.72422
C: 2.09979 2.10152 -4.77865
C: 3.54300 1.83043 -4.47554
O: 4.03411 1.24432 -3.59253
N: 4.48516 2.57635 -5.41304
H: 5.34274 2.00729 -5.44619
H: 4.16133 2.73017 -6.37720
C: 4.83523 3.92634 -4.84220
H: 1.82660 3.10687 -4.45952
H: 1.52827 1.43442 -4.12681
H: 1.82166 1.81620 -5.79257
H: 3.95517 4.54546 -4.70815
H: 5.58720 4.43535 -5.43857
H: 5.26968 3.64526 -3.88300
C: 2.03557 1.08779 2.85747
N: 3.15928 1.84529 3.47579
C: 4.21088 2.14320 2.69856
C: 5.32634 2.74917 3.22294
C: 5.40563 2.99427 4.60384
C: 4.30939 2.62418 5.36423
C: 3.18630 2.05747 4.79716
C: 6.63025 3.57848 5.21917
C: 7.91095 3.05262 5.07070
C: 8.99342 3.78126 5.51979
N: 8.83443 4.93780 6.17203
C: 7.61067 5.45932 6.34963
C: 6.49739 4.79819 5.86634
C: 10.01105 5.63826 6.79938
H: 2.28025 0.07260 2.57346
H: 1.61880 1.72231 2.08054
H: 1.23756 1.06257 3.59868
H: 4.17352 1.95456 1.63684
H: 6.13959 3.04479 2.57443
H: 4.32681 2.63076 6.44833
H: 2.30641 1.73045 5.33657
H: 8.10267 2.09164 4.61539
H: 9.97856 3.33224 5.52234
H: 7.57347 6.37525 6.92244
H: 5.54403 5.26488 6.07740
H: 10.19283 5.18298 7.76541
H: 9.83600 6.70758 6.75874
H: 10.82313 5.49061 6.08678
C: -0.91674 -10.21612 7.81597
N: -1.23951 -8.85494 7.28337
C: -2.28854 -8.72026 6.46023
C: -2.41299 -7.58299 5.67382
C: -1.57494 -6.50301 5.91483
C: -0.64602 -6.60228 6.95740
C: -0.47749 -7.79693 7.61498
C: -1.58128 -5.31553 5.01748
C: -1.69015 -4.03723 5.55499
C: -1.66829 -2.90202 4.77105
N: -1.47363 -3.02816 3.43552
C: -1.25184 -4.23984 2.88896
C: -1.21741 -5.38927 3.65554
C: -1.79931 -1.81356 2.60057
H: 0.16467 -10.26694 7.90999
H: -1.19979 -10.93590 7.05447
H: -1.43179 -10.41676 8.75187
H: -2.94782 -9.57263 6.36319
H: -3.28230 -7.46585 5.04044
H: 0.17435 -5.90000 7.05014
H: 0.29580 -7.96483 8.35159
H: -1.94574 -3.94600 6.60541
H: -1.82049 -1.88502 5.10503
H: -0.99609 -4.25546 1.83878
H: -1.07007 -6.32859 3.13948
H: -0.94737 -1.27073 2.21981
H: -2.46917 -1.21126 3.19855
H: -2.45704 -2.17145 1.80852
C: 1.62565 -1.92210 -2.42029
N: 1.80946 -2.97761 -3.46400
C: 2.30345 -2.66774 -4.66751
C: 2.62085 -3.62073 -5.60980
C: 2.40090 -4.96148 -5.28884
C: 1.80090 -5.26379 -4.07004
C: 1.55402 -4.26354 -3.15150
C: 2.84341 -6.05293 -6.21766
C: 2.30373 -7.33418 -6.18394
C: 2.84313 -8.34925 -6.95932
N: 3.82788 -8.08448 -7.83662
C: 4.35866 -6.84987 -7.94520
C: 3.86126 -5.84503 -7.14978
C: 4.19130 -9.16294 -8.79951
H: 2.52350 -1.78074 -1.82735
H: 0.77571 -2.19853 -1.80046
H: 1.33121 -0.98589 -2.89061
H: 2.56325 -1.63796 -4.87118
H: 3.08978 -3.32074 -6.53331
H: 1.70576 -6.27680 -3.70514
H: 1.16390 -4.43776 -2.16173
H: 1.59322 -7.63562 -5.42663
H: 2.50876 -9.37441 -6.89811
H: 5.12637 -6.78274 -8.70469
H: 4.35182 -4.89596 -7.33435
H: 4.28582 -8.74779 -9.80412
H: 3.41896 -9.91852 -8.87040
H: 5.16566 -9.57086 -8.53088
C: -11.90017 -1.73974 -5.13377
N: -10.42852 -1.70776 -4.94259
C: -9.61191 -2.38521 -5.75366
C: -8.24114 -2.29296 -5.60143
C: -7.70059 -1.64302 -4.49666
C: -8.60108 -1.01159 -3.62948
C: -9.95669 -1.03080 -3.88467
C: -6.23066 -1.56116 -4.27091
C: -5.63567 -1.93291 -3.06044
C: -4.27148 -1.75815 -2.90922
N: -3.51618 -1.30119 -3.91676
C: -4.06054 -0.80841 -5.04700
C: -5.40153 -1.01598 -5.24490
C: -2.02268 -1.23839 -3.76564
H: -12.45485 -0.95970 -4.62048
H: -12.29597 -2.68186 -4.75032
H: -12.08985 -1.65206 -6.20156
H: -10.01026 -2.95352 -6.58608
H: -7.56301 -2.80745 -6.26962
H: -8.21197 -0.38254 -2.83881
H: -10.62455 -0.50210 -3.22129
H: -6.25684 -2.31123 -2.26027
H: -3.79391 -2.08761 -1.99855
H: -3.37843 -0.45363 -5.80366
H: -5.80903 -0.79139 -6.22524
H: -1.71941 -0.30887 -4.23761
H: -1.63017 -2.11661 -4.27729
H: -1.69947 -1.24249 -2.73026
As: -1.01697 1.09200 -0.23684
F: -2.09305 -0.31430 -0.43063
F: -2.25328 2.08394 -0.98298
F: -0.06623 2.53679 0.04385
F: 0.17705 0.04847 0.41602
F: -0.38705 0.86538 -1.84495
F: -1.86897 1.34562 1.24661
As: 3.17434 4.15012 -0.85449
F: 1.69766 5.14095 -0.80786
F: 2.44476 3.14219 -2.07809
F: 4.64237 3.23471 -0.91801
F: 3.82497 5.19987 0.34803
F: 2.62638 3.05666 0.37849
F: 3.73343 5.20351 -2.10978
As: -1.80356 1.65718 5.13966
F: -2.45407 3.27167 5.35254
F: -0.43384 2.12968 6.10211
F: -1.03518 0.12114 4.87306
F: -3.19729 1.26665 4.12419
F: -1.10750 2.21729 3.62488
F: -2.61027 1.17991 6.55764

Cartesian forces (eV/Å) of the 6 atoms listed first:
-1.500 0.314 -0.730
-0.273 1.678 3.008
1.625 -2.416 -0.914
-0.665 0.113 -1.605
0.229 0.118 0.248
-0.112 -0.248 -0.103

Summary:
LUMO   -16.56 eV
Net charge   +9
Gap between HOMO and LUMO   7.65 eV
Multiplicity   1
E_tot   -321056.7968 eV